Below is a molecular structure, C40H44AsCrN7OS at a distorted geometry, with properties calculated with ωB97M-V with the def2-TZVPD basis set.

Results
total charge	+1
Kohn-Sham gap (alpha / beta)	7.003 / 6.792	eV
HOMO (alpha / beta)	-10.25 / -10.06	eV
spin multiplicity	2
<S²>	0.7671

```
95
Properties=species:S:1:pos:R:3:lowdin_charge:R:1
Cr -0.393 0.035 0.279 0.531
C -1.964 -4.115 -5.150 -0.037
C -2.287 -4.853 -3.877 -0.210
C -2.876 -6.111 -3.904 -0.036
C -3.182 -6.797 -2.737 -0.075
C -2.915 -6.207 -1.512 -0.075
C -2.338 -4.946 -1.454 -0.043
C -2.007 -4.282 -2.632 -0.190
N -1.426 -2.983 -2.642 0.155
C -0.900 -2.320 -1.562 -0.345
N -0.084 -3.077 -0.788 0.148
C 0.125 -2.955 0.618 -0.236
C -0.112 -1.749 1.280 -0.172
C 0.038 -1.810 2.675 -0.135
C 0.479 -2.939 3.344 -0.078
C 0.794 -4.082 2.619 -0.048
C 0.604 -4.118 1.247 -0.218
C 0.909 -5.374 0.465 -0.036
N -1.083 -1.042 -1.375 0.072
C -2.011 -0.409 -2.274 -0.253
C -1.509 0.282 -3.370 -0.049
C -2.360 0.948 -4.242 -0.079
C -3.727 0.924 -4.009 -0.072
C -4.226 0.211 -2.925 -0.028
C -3.389 -0.481 -2.050 -0.205
C -3.961 -1.319 -0.939 -0.014
H -2.184 -4.733 -6.018 0.082
H -0.908 -3.835 -5.194 0.087
H -2.554 -3.197 -5.251 0.085
H -3.098 -6.559 -4.866 0.116
H -3.632 -7.780 -2.787 0.108
H -3.167 -6.717 -0.591 0.110
H -2.182 -4.479 -0.488 0.116
H -1.744 -2.383 -3.386 0.122
H 0.056 -4.001 -1.162 0.113
H -0.230 -0.945 3.267 0.059
H 0.586 -2.934 4.423 0.105
H 1.165 -4.966 3.126 0.112
H 1.288 -6.151 1.127 0.084
H 1.669 -5.202 -0.305 0.088
H 0.021 -5.780 -0.030 0.072
H -0.436 0.292 -3.536 0.121
H -1.955 1.480 -5.094 0.109
H -4.405 1.448 -4.671 0.108
H -5.297 0.173 -2.757 0.118
H -4.965 -0.980 -0.682 0.089
H -3.335 -1.282 -0.048 0.065
H -4.040 -2.365 -1.249 0.087
S 4.295 3.666 -4.427 1.055
N 4.543 2.381 -3.490 -0.204
C 3.402 2.157 -2.860 -0.301
C 3.161 1.078 -1.913 -0.069
C 4.127 0.130 -1.568 0.036
C 3.793 -0.846 -0.666 -0.001
C 2.504 -0.868 -0.134 -0.090
N 1.571 0.019 -0.466 0.020
C 1.900 0.991 -1.340 -0.129
C 0.847 1.960 -1.664 -0.157
N -0.325 1.787 -1.027 0.066
C -1.330 2.590 -1.346 -0.091
C -1.207 3.636 -2.260 -0.002
C -0.001 3.841 -2.881 0.033
C 1.056 2.975 -2.588 -0.073
C 2.376 3.073 -3.198 -0.298
N 2.755 3.983 -4.081 -0.203
H 5.111 0.183 -2.018 0.130
H 4.502 -1.602 -0.358 0.123
H 2.211 -1.624 0.580 0.112
H -2.277 2.387 -0.870 0.104
H -2.065 4.261 -2.470 0.124
H 0.151 4.639 -3.597 0.129
C -0.039 1.523 3.904 -0.262
As 0.782 1.362 2.145 1.143
C 2.578 0.782 2.648 -0.261
C 1.197 3.226 1.769 -0.269
H -0.011 2.562 4.224 0.039
H 0.516 0.911 4.610 0.034
H -1.069 1.177 3.872 0.012
H 2.789 1.089 3.670 0.037
H 3.314 1.238 1.985 0.032
H 2.654 -0.301 2.583 0.019
H 1.783 3.636 2.590 0.038
H 0.281 3.804 1.656 0.022
H 1.776 3.298 0.848 0.022
C -2.694 2.709 1.710 -0.044
C -3.072 1.313 1.229 -0.517
C -4.007 0.656 2.229 -0.037
O -1.934 0.488 1.074 -0.334
H -3.566 3.366 1.684 0.096
H -1.909 3.152 1.098 0.049
H -2.337 2.669 2.739 0.071
H -3.605 1.397 0.271 0.122
H -3.510 0.574 3.199 0.084
H -4.290 -0.345 1.908 0.073
H -4.913 1.255 2.351 0.091
```

Below is 5 unconnected molecules or ions with the total composition C3H16O4S at a distorted geometry, with properties calculated with ωB97M-V with the def2-TZVPD basis set.

Results
total charge	0
energy above the lowest of the compared OMol25 structures with the same formula, charge and spin	27.3	kJ/mol
Kohn-Sham gap	10.012	eV
HOMO	-9.41	eV
SMILES	CCCS.O.O.O.O

```
24
Properties=species:S:1:pos:R:3:nbo_charge:R:1
C 0.353 -0.823 2.504 -0.612
C 0.803 -0.253 1.171 -0.417
C 2.012 -0.958 0.585 -0.491
S 2.597 -0.113 -0.942 -0.062
H -0.532 -0.280 2.858 0.210
H 0.068 -1.876 2.519 0.210
H 1.090 -0.674 3.300 0.203
H 0.914 0.820 1.271 0.204
H 0.009 -0.423 0.434 0.206
H 2.794 -1.018 1.344 0.212
H 1.780 -1.978 0.277 0.222
H 3.323 0.795 -0.259 0.123
H -1.307 -0.672 -1.582 0.493
H -1.560 -1.074 -3.012 0.482
O -0.908 -0.623 -2.468 -0.972
H 1.144 1.743 -1.791 0.481
H 0.207 0.964 -2.726 0.509
O 0.332 1.841 -2.309 -0.980
H -1.901 2.422 0.036 0.482
H -1.065 1.795 -1.129 0.518
O -1.827 1.653 -0.540 -0.998
H -2.812 -0.715 0.888 0.467
H -2.585 0.152 -0.359 0.495
O -2.929 -0.705 -0.071 -0.985
```

Below is a molecular structure, C48H54N4O2P2ReSi at a distorted geometry, with properties calculated with ωB97M-V with the def2-TZVPD basis set.

Results
total charge	+2
energy above the lowest of the compared OMol25 structures with the same formula, charge and spin	0.0	kJ/mol
Kohn-Sham gap (alpha / beta)	6.108 / 6.226	eV
HOMO (alpha / beta)	-13.11 / -13.07	eV
spin multiplicity	2
<S²>	0.8523

```
112
Properties=species:S:1:pos:R:3:lowdin_charge:R:1
Re -0.248 0.099 0.117 1.083
C -1.614 -1.444 -3.368 -0.096
C -0.938 -0.104 -3.587 -0.505
C -0.464 0.003 -5.038 -0.081
P 0.264 0.446 -2.292 1.033
C 0.731 2.109 -2.996 -0.489
C -0.446 3.054 -3.244 -0.077
C 1.888 2.835 -2.311 -0.073
C 1.907 -0.294 -2.237 -0.326
C 2.640 -0.772 -3.312 -0.056
C 3.928 -1.254 -3.122 -0.040
C 4.486 -1.230 -1.854 -0.022
C 3.782 -0.709 -0.777 -0.027
C 2.491 -0.235 -0.963 -0.313
N 1.680 0.265 0.132 -0.155
C 2.322 0.946 1.228 -0.306
C 3.520 1.624 1.036 -0.020
C 4.143 2.256 2.103 -0.028
C 3.575 2.216 3.365 -0.034
C 2.344 1.600 3.542 -0.069
C 1.683 0.981 2.486 -0.286
P -0.033 0.367 2.609 1.033
C -0.254 -0.858 3.987 -0.505
C -0.003 -0.279 5.381 -0.088
C 0.507 -2.167 3.865 -0.096
C -1.093 1.800 3.171 -0.511
C -2.474 1.279 3.592 -0.095
C -0.534 2.838 4.144 -0.084
H -2.472 -1.512 -4.037 0.101
H -1.966 -1.575 -2.349 0.038
H -0.946 -2.271 -3.595 0.061
H -1.694 0.678 -3.417 0.097
H 0.290 -0.750 -5.264 0.078
H -0.081 0.981 -5.318 0.070
H -1.315 -0.206 -5.688 0.096
H 1.116 1.789 -3.971 0.098
H -0.984 3.287 -2.325 0.054
H -1.159 2.661 -3.966 0.074
H -0.071 3.996 -3.647 0.099
H 1.551 3.449 -1.481 0.057
H 2.348 3.513 -3.030 0.099
H 2.672 2.166 -1.959 0.063
H 2.206 -0.789 -4.302 0.105
H 4.489 -1.647 -3.958 0.120
H 5.483 -1.617 -1.693 0.123
H 4.241 -0.704 0.199 0.113
H 3.973 1.660 0.056 0.115
H 5.080 2.773 1.943 0.123
H 4.069 2.684 4.204 0.122
H 1.886 1.624 4.520 0.096
H -1.324 -1.080 3.887 0.105
H 1.060 -0.099 5.546 0.083
H -0.307 -1.029 6.113 0.097
H -0.555 0.629 5.600 0.049
H 1.583 -2.010 3.831 0.079
H 0.214 -2.750 3.000 0.031
H 0.292 -2.765 4.751 0.097
H -1.262 2.350 2.251 0.051
H -2.467 0.799 4.569 0.078
H -2.881 0.563 2.872 0.067
H -3.167 2.120 3.650 0.092
H -0.284 2.447 5.127 0.066
H -1.293 3.610 4.289 0.094
H 0.351 3.329 3.741 0.072
O -4.427 5.842 -1.118 0.108
N -5.043 4.958 -0.560 -0.338
O -6.193 5.004 -0.200 0.132
C -4.333 3.671 -0.378 -0.050
C -5.080 2.554 -0.451 0.099
C -4.459 1.266 -0.335 -0.104
C -5.182 0.061 -0.356 0.050
C -4.507 -1.123 -0.206 0.013
C -3.119 -1.106 -0.047 -0.111
N -2.409 0.022 -0.039 -0.054
C -3.076 1.201 -0.179 -0.144
C -2.298 2.400 -0.102 -0.165
N -0.966 2.229 0.092 -0.053
C -0.226 3.298 0.326 -0.129
C -0.756 4.590 0.333 0.011
C -2.088 4.783 0.072 0.055
C -2.908 3.658 -0.158 -0.048
H -6.150 2.634 -0.589 0.148
H -6.256 0.080 -0.480 0.141
H -5.023 -2.071 -0.205 0.130
H -2.566 -2.023 0.092 0.039
H 0.821 3.125 0.544 0.116
H -0.105 5.426 0.545 0.132
H -2.509 5.776 0.058 0.126
C 3.901 -4.583 1.780 -0.062
C 3.813 -3.209 1.942 -0.073
C 2.683 -2.533 1.504 -0.157
C 1.626 -3.191 0.886 -0.321
C 1.735 -4.580 0.739 -0.090
C 2.850 -5.270 1.188 -0.056
Si 0.025 -2.456 0.210 0.624
C -0.251 -3.473 -1.337 -0.375
C 0.777 -3.628 -2.271 -0.119
C 0.597 -4.386 -3.418 -0.071
C -0.618 -5.021 -3.646 -0.067
C -1.638 -4.916 -2.710 -0.067
C -1.448 -4.151 -1.567 -0.128
H 4.776 -5.118 2.122 0.112
H 4.619 -2.668 2.422 0.110
H 2.616 -1.474 1.706 0.069
H 0.938 -5.141 0.265 0.107
H 2.903 -6.343 1.070 0.113
H -1.091 -2.937 1.097 -0.007
H 1.747 -3.180 -2.087 0.097
H 1.407 -4.502 -4.127 0.111
H -0.758 -5.622 -4.534 0.113
H -2.570 -5.442 -2.865 0.111
H -2.246 -4.107 -0.833 0.093
```

Below is a single C21H28FN3O3 molecule, with properties calculated with ωB97M-V with the def2-TZVPD basis set.

Results
total charge	0
energy above the lowest of the compared OMol25 structures with the same formula, charge and spin	0.0	kJ/mol
Kohn-Sham gap	9.334	eV
HOMO	-8.74	eV
SMILES	Cc1ccc(F)cc1CNC(=O)[C@H]1CCC(=O)N(CCCN2CCCC2=O)C1

```
56
Properties=species:S:1:pos:R:3:nbo_charge:R:1
C -2.627 3.217 -1.603 -0.631
C -1.248 3.401 -1.038 -0.055
C -0.999 4.465 -0.180 -0.181
C 0.253 4.685 0.363 -0.285
C 1.272 3.818 0.023 0.394
C 1.062 2.752 -0.827 -0.281
C -0.203 2.531 -1.357 0.070
C -0.396 1.339 -2.258 -0.271
N 0.285 0.175 -1.731 -0.672
C 1.184 -0.511 -2.454 0.685
O 1.397 -0.303 -3.634 -0.639
C 1.880 -1.651 -1.705 -0.305
C 2.554 -1.199 -0.404 -0.405
C 2.558 -2.338 0.610 -0.488
C 1.139 -2.726 0.950 0.712
O 0.751 -2.922 2.088 -0.655
N 0.322 -2.831 -0.131 -0.461
C 0.888 -2.810 -1.462 -0.207
H 1.405 -3.763 -1.648 0.191
H 0.068 -2.739 -2.180 0.218
C -0.963 -3.474 0.047 -0.224
H -0.949 -4.448 -0.460 0.194
C -2.182 -2.695 -0.452 -0.417
H -2.164 -2.617 -1.541 0.211
H -3.062 -3.283 -0.181 0.210
C -2.307 -1.273 0.119 -0.222
N -1.876 -1.148 1.485 -0.433
C -0.789 -0.451 1.857 0.729
O -0.033 0.125 1.093 -0.682
C -0.706 -0.471 3.366 -0.487
H -1.035 0.500 3.741 0.225
C -1.650 -1.604 3.762 -0.411
H -1.081 -2.532 3.812 0.235
H -2.144 -1.435 4.716 0.214
C -2.640 -1.670 2.596 -0.202
H -3.521 -1.037 2.772 0.183
H -2.982 -2.686 2.391 0.198
H 0.320 -0.638 3.687 0.248
H -3.351 -0.946 0.040 0.199
H -1.685 -0.592 -0.462 0.232
H -1.055 -3.649 1.122 0.241
H 3.064 -2.045 1.529 0.240
H 3.068 -3.214 0.200 0.217
H 2.024 -0.359 0.047 0.235
H 3.575 -0.875 -0.610 0.222
H 2.642 -2.025 -2.398 0.235
H 0.226 0.050 -0.721 0.448
H 0.028 1.533 -3.250 0.251
H -1.459 1.112 -2.380 0.196
H 1.883 2.098 -1.077 0.228
F 2.508 4.020 0.529 -0.328
H 0.442 5.509 1.032 0.227
H -1.806 5.139 0.073 0.207
H -3.062 2.276 -1.265 0.212
H -3.278 4.026 -1.280 0.217
H -2.602 3.209 -2.691 0.218
```

Calculated total energy for the records above, in order: -154765.40143; -22396.34564; -89280.01135; -35564.34308 eV